# C20H15IrN3O2

A molecular structure, C20H15IrN3O2 (ωB97M-V/def2-TZVPD, the Open Molecules 2025 dataset).

Geometry as XYZ:
```
41
Properties=species:S:1:pos:R:3
Ir -1.7652 0.1345 -0.1508
C -2.0212 -4.1386 -0.5356
C -2.3342 -2.7907 -0.6577
N -1.4100 -1.8306 -0.7241
C -0.0876 -2.1754 -0.7135
C 0.3049 -3.5333 -0.6420
C -0.6986 -4.5208 -0.5367
C 1.6778 -3.8564 -0.6526
C 2.6208 -2.8575 -0.7163
C 2.2531 -1.5196 -0.7750
C 0.9066 -1.1272 -0.7696
N 0.3972 0.1247 -0.7693
C 0.9045 1.3775 -0.7923
C 2.2499 1.7731 -0.7801
C 2.6134 3.1146 -0.7193
C 1.6683 4.1107 -0.6524
C 0.2961 3.7837 -0.6702
C -0.7107 4.7667 -0.5556
C -2.0315 4.3836 -0.5722
C -2.3385 3.0371 -0.7266
N -1.4118 2.0833 -0.7955
C -0.0919 2.4263 -0.7596
H -2.8145 -4.8645 -0.4582
H -3.3678 -2.4720 -0.7039
H -0.4148 -5.5586 -0.4653
H 1.9691 -4.8943 -0.6019
H 3.6693 -3.1096 -0.6977
H 3.0419 -0.7911 -0.8104
H 3.0403 1.0435 -0.7879
H 3.6637 3.3658 -0.6926
H 1.9589 5.1478 -0.5739
H -0.4256 5.8015 -0.4473
H -2.8242 5.1052 -0.4730
H -3.3705 2.7194 -0.7870
C -0.5164 -1.1592 3.6424
O -1.1268 -0.9830 2.3453
C -1.3228 0.2409 1.8794
O -1.0455 1.2785 2.4317
H -0.1985 -2.1980 3.6865
H -1.2407 -0.9573 4.4321
H 0.3318 -0.4821 3.7494
```

Values from the calculation:
- Net charge: +1
- <S²>: 6.117
- Multiplicity: 5
- Gap between HOMO and LUMO (alpha / beta): 5.44 / 6.45 eV
- Electronic energy: -1189.9195 a.u.
- LUMO energy (alpha / beta): -3.97 / -5.50 eV

natural (NBO) atomic charge list, values in e, 4 entries: atom 1 (Ir): 0.943, atom 2 (C): -0.246, atom 3 (C): 0.090, atom 4 (N): -0.520